DFT (wB97M-V/def2-TZVPD) results for a structure of composition C42H37IrN2P3.

Each line ends with the Mulliken spin population.
CARTESIAN COORDINATES (ANGSTROEM)
Ir: 0.07 0.15 -0.12  1.879
N: 2.15 2.18 -0.53  0.090
P: 2.32 0.71 0.35  0.149
C: 2.44 1.12 2.08  -0.054
C: 1.75 0.32 3.00  0.042
C: 1.84 0.61 4.36  0.009
C: 2.62 1.67 4.79  0.010
C: 3.31 2.46 3.88  0.003
C: 3.23 2.18 2.52  -0.008
C: 3.78 -0.13 -0.22  0.038
C: 4.78 0.50 -0.95  0.009
C: 5.94 -0.19 -1.27  0.000
C: 6.10 -1.51 -0.86  0.005
C: 5.10 -2.14 -0.13  -0.001
C: 3.94 -1.46 0.19  0.000
P: 0.64 2.82 -0.07  0.410
C: 0.74 4.53 0.39  0.138
C: 1.04 5.49 -0.58  0.010
C: 1.13 6.82 -0.21  0.009
C: 0.91 7.18 1.12  0.001
C: 0.60 6.23 2.08  0.007
C: 0.52 4.89 1.72  0.049
C: -0.47 2.57 -1.44  0.042
C: -1.82 2.97 -1.29  0.080
C: -2.67 2.95 -2.37  -0.010
C: -2.20 2.55 -3.62  0.110
C: -0.88 2.15 -3.79  -0.027
C: -0.02 2.14 -2.71  0.148
H: 2.92 2.77 -0.82  0.001
H: 1.16 -0.52 2.67  0.023
H: 1.31 -0.01 5.08  0.000
H: 2.70 1.89 5.85  0.000
H: 3.92 3.29 4.22  0.000
H: 3.78 2.80 1.81  -0.001
H: 4.69 1.53 -1.29  -0.001
H: 6.72 0.30 -1.84  0.000
H: 7.01 -2.04 -1.10  0.000
H: 5.23 -3.17 0.20  0.000
H: 3.17 -1.96 0.78  0.001
H: 1.18 5.22 -1.62  0.003
H: 1.37 7.58 -0.94  0.001
H: 0.97 8.22 1.40  0.000
H: 0.43 6.52 3.10  0.000
H: 0.30 4.14 2.46  0.008
H: -2.17 3.34 -0.33  0.008
H: -3.69 3.29 -2.27  0.002
H: -2.86 2.57 -4.48  0.000
H: -0.52 1.86 -4.77  0.000
H: 1.02 1.84 -2.83  0.015
N: -2.02 -0.17 0.45  0.094
C: -2.61 -1.52 0.40  0.017
C: -3.98 -1.65 0.57  -0.004
C: -4.53 -2.93 0.56  0.018
C: -3.73 -4.05 0.40  -0.006
C: -2.36 -3.90 0.22  0.017
C: -1.79 -2.62 0.21  0.082
P: -0.05 -2.35 -0.08  0.209
C: 0.92 -3.84 0.06  0.063
C: 1.39 -4.20 1.33  0.070
C: 2.10 -5.38 1.48  0.006
C: 2.33 -6.20 0.39  0.010
C: 1.86 -5.84 -0.87  0.001
C: 1.16 -4.67 -1.04  0.016
C: 0.07 -1.71 -1.78  -0.089
C: 1.35 -1.54 -2.37  0.101
C: 1.48 -1.18 -3.69  -0.015
C: 0.34 -0.98 -4.47  0.086
C: -0.93 -1.13 -3.92  -0.024
C: -1.07 -1.48 -2.59  0.119
H: -2.57 0.48 -0.11  0.004
H: -2.10 0.17 1.42  -0.008
H: -4.61 -0.79 0.72  0.000
H: -5.60 -3.05 0.70  0.000
H: -4.16 -5.04 0.41  0.000
H: -1.73 -4.77 0.09  0.004
H: 1.21 -3.56 2.18  0.008
H: 2.46 -5.66 2.46  0.000
H: 2.88 -7.12 0.51  0.000
H: 2.05 -6.49 -1.72  0.000
H: 0.78 -4.40 -2.03  0.003
H: 2.24 -1.76 -1.78  0.003
H: 2.46 -1.09 -4.13  0.002
H: 0.44 -0.73 -5.52  -0.001
H: -1.81 -1.00 -4.53  0.003
H: -2.06 -1.65 -2.17  0.011

Summary:
Net charge: +3
Spin multiplicity: 5
F_max in eV Å⁻¹: 0.942
Total energy in eV: -77813.91370
HOMO-LUMO gap (spin up / spin down) in eV: 7.182 / 5.343
HOMO energy (spin up / spin down) in hartree: -0.5498 / -0.6130